96
Properties=species:S:1:pos:R:3:forces:R:3:mulliken_charge:R:1 method="wB97M-V/def2-TZVPD" spin_multiplicity=2 max_force_ev_per_a=0.2 lumo_energy_ha="-0.016 / -0.016" charge=0
N 0.11175 2.07284 1.49949 0.0 0.0 0.1 0.68
O 3.01850 -0.93789 -0.14409 0.0 0.0 0.0 -0.83
H -3.14808 -1.54376 2.32648 0.0 0.0 0.0 0.57
C 1.89616 2.76868 0.17224 0.0 0.0 0.0 0.69
C 0.50270 -2.01554 -3.95336 0.0 0.0 0.0 -0.29
C 0.85861 3.06963 1.20826 0.0 0.0 0.0 -0.33
H -2.94687 2.21796 -3.80254 0.0 0.0 0.0 0.31
H -1.70973 -5.58264 2.80277 0.0 0.0 0.0 0.42
H -5.29855 -1.82574 -2.23291 0.0 0.0 0.0 0.48
C -0.98416 2.16529 -5.41269 0.0 0.0 0.0 -0.52
O -1.32844 0.87354 -1.98736 -0.1 0.1 0.0 2.42
C -0.21801 -1.36308 -4.97899 0.0 0.0 0.0 0.71
H -3.05963 -3.66793 3.67953 0.0 0.0 0.0 0.46
H -0.37046 3.19719 -1.24883 0.0 0.0 0.0 0.00
H 2.04673 -4.35196 -5.81278 0.0 0.0 0.0 0.40
H 1.78426 -0.81134 4.63939 0.0 0.0 0.0 0.33
C -0.31670 1.40463 -4.45975 0.0 0.0 0.0 0.88
H 1.90760 -3.59397 -3.45227 0.0 0.0 0.0 0.56
H -3.77123 3.17671 -2.58287 0.0 0.0 0.0 0.61
C 0.86553 3.70302 -5.48087 0.0 0.0 0.0 -0.72
H -0.94114 3.49272 -2.88834 0.0 0.0 0.0 0.19
C 1.03378 -1.46407 4.19147 0.0 0.0 0.0 -2.33
H -4.04686 1.43612 -2.65765 0.0 0.0 0.0 0.34
H 2.78369 4.66243 -0.17590 0.0 0.0 0.0 0.60
C -5.33729 -1.34281 -4.32343 0.0 0.0 0.0 -0.70
N 1.65669 1.71362 -0.50772 0.0 0.1 0.0 2.83
N -1.98322 -2.32142 0.83824 -0.1 0.1 0.0 0.13
H 0.54466 4.25398 2.93658 0.0 0.0 0.0 0.31
F 4.13238 1.02518 0.48151 0.0 0.0 0.0 -0.39
B 3.62378 0.34389 -0.63461 0.0 0.0 0.0 0.72
H 3.67767 3.63231 0.95240 0.0 0.0 0.0 0.34
F -1.98061 1.57556 4.30403 0.0 0.0 0.0 -0.34
H -0.66004 -1.27611 -7.08429 0.0 0.0 0.0 0.39
H 3.57958 -2.05186 3.12593 0.0 0.0 0.0 0.43
C 1.54184 2.92839 -4.54801 0.0 0.0 0.0 -0.59
C -4.60877 -0.86811 -5.40514 0.0 0.0 0.0 -0.96
B -0.90066 1.27750 3.51501 0.0 0.0 0.0 0.71
N -0.11043 -0.58144 2.20151 0.0 0.0 0.0 2.28
C 0.11829 -1.25051 -2.80571 0.0 0.1 0.0 -0.12
H -2.70984 -0.16818 -6.09513 0.0 0.0 0.0 0.31
C -2.76454 1.94114 -0.38556 0.0 0.0 -0.1 -2.14
C 0.89664 -1.14831 2.74233 0.0 0.0 0.0 0.06
H -0.52748 -5.30245 0.61411 0.0 0.0 0.0 0.50
C -1.24082 -3.32613 0.33780 0.0 0.0 0.0 -0.21
C 1.33332 -3.10568 -4.22812 0.0 0.0 0.0 -0.65
H -2.96801 -1.08005 -1.91502 0.0 0.0 0.0 0.27
C 3.09700 3.63672 0.02925 0.0 0.0 0.0 -2.54
H -3.44128 2.77888 -0.21042 0.0 0.0 0.0 0.58
H -0.74312 -3.09921 -0.59596 0.0 0.0 0.0 0.67
F 0.32654 1.32686 4.18460 0.0 0.0 0.0 -0.39
C -3.42500 -1.03107 -2.89538 0.0 0.0 0.0 -0.47
C -1.78748 -4.65967 2.24539 0.0 0.0 0.0 -0.19
H -2.03659 1.99756 0.43185 0.0 0.0 0.0 0.76
H -1.96960 1.88237 -5.75971 0.0 0.0 0.0 0.24
C -2.54057 -3.60382 2.73447 0.0 0.0 0.0 -1.03
C -3.28576 -0.48873 -5.23594 0.0 0.0 0.0 -0.42
H -6.36703 -1.64815 -4.45744 0.0 0.0 0.0 0.39
H -0.13342 4.92191 1.46308 0.0 0.0 0.0 0.27
H 1.32148 4.60238 -5.87432 0.0 0.0 0.0 0.40
C -2.14163 2.05585 -1.78037 0.0 0.0 0.0 1.44
C 0.95569 1.78104 -4.03778 0.0 0.0 0.0 -0.34
H -0.92374 3.91392 -6.64742 0.0 0.0 0.0 0.46
H -1.82156 4.17822 -1.51559 0.0 0.0 0.0 0.52
C -1.13144 -4.51064 1.03284 0.0 0.0 0.0 -1.15
H 0.79616 -3.22274 -7.58709 0.0 0.0 0.0 0.44
H 2.52930 3.21308 -4.20776 0.0 0.0 0.0 0.53
H 1.61760 5.00809 1.72671 0.0 0.0 0.0 0.55
O -2.07849 -1.18859 0.16996 0.0 0.0 0.0 -0.45
P -0.94382 -0.14942 -3.77718 0.0 0.0 0.0 1.63
C -3.29379 2.21307 -2.77276 0.0 0.0 0.0 -1.74
C -4.73798 -1.44033 -3.07530 0.0 0.0 0.0 -0.57
H 1.49112 1.19374 -3.30059 0.0 0.0 0.0 0.23
C 0.73237 4.39620 1.87384 0.0 0.0 0.0 -1.88
Y -0.20818 0.18779 -0.10548 0.1 -0.1 0.0 -1.89
H 0.09082 -1.29608 4.70193 0.0 0.0 0.0 0.41
H 3.72490 3.26982 -0.77527 0.0 0.0 0.0 0.38
C 1.40946 -3.51509 -5.55440 0.0 0.0 0.0 -0.73
F 4.57569 0.00996 -1.55845 0.0 0.0 0.0 -0.33
C -2.69974 -0.53633 -3.97439 0.0 0.0 0.0 0.57
O -1.12586 -0.12711 3.01354 0.0 0.0 0.0 -0.69
N 1.99958 -0.74124 0.72394 0.0 0.0 0.0 1.02
C 2.02751 -1.42587 1.80498 0.0 0.0 0.0 0.51
C -0.12637 -1.77413 -6.28285 0.0 0.0 0.0 -0.90
O 0.43025 -1.31259 -1.56340 0.0 -0.1 0.1 -0.67
C 0.69998 -2.87305 -6.56753 0.0 0.0 0.0 -0.79
H 2.71859 -3.37170 2.33993 0.0 0.0 0.0 0.38
O 2.63984 1.24606 -1.34318 0.0 0.0 0.0 -0.78
H 1.36100 -2.49718 4.31824 0.0 0.0 0.0 0.56
H 3.87354 -2.39116 1.40810 0.0 0.0 0.0 0.39
C -1.26369 3.30592 -1.86396 0.0 0.0 0.0 -1.34
H -5.06461 -0.80990 -6.38497 0.0 0.0 0.0 0.45
C -2.62591 -2.43322 2.01260 0.0 0.0 0.0 0.07
O -0.86976 2.30828 2.42001 0.0 0.0 0.0 -0.70
C 3.11974 -2.36689 2.18803 0.0 0.0 0.0 -2.09
H -3.32992 1.01241 -0.29920 0.0 0.0 0.0 0.20
C -0.39491 3.31769 -5.91485 0.0 0.0 0.0 -0.79

=====

92
Properties=species:S:1:pos:R:3:forces:R:3:mulliken_charge:R:1 method="wB97M-V/def2-TZVPD" max_force_ev_per_a=2.0 lumo_energy_ha=0.133 charge=-2
C -3.16446 4.38763 0.24104 0.1 -0.1 0.0 -2.23
C 1.24142 0.94407 -5.21970 0.0 0.1 0.0 -0.13
H 0.09738 6.82536 -0.19618 0.0 0.0 0.0 0.31
C 1.24273 0.15160 -4.07499 0.0 0.0 0.1 -0.66
H 1.14348 -1.85310 -3.33635 0.0 0.0 0.1 0.40
H -4.60136 2.01442 0.42769 0.0 0.0 0.0 0.41
O -3.36951 1.05547 -4.97933 -0.1 0.2 -0.3 -0.82
H -4.21725 2.32778 -1.28138 0.0 0.0 0.0 0.39
C -3.80412 2.01195 -0.32183 0.1 0.1 0.0 -1.62
H -3.06700 0.02892 -4.05288 -0.1 0.2 -0.1 0.48
C -1.18901 2.22245 3.39468 0.0 0.1 -0.1 -0.56
C 0.04347 5.01397 -1.31924 0.0 -0.1 -0.1 -0.60
C -1.39189 -4.99120 0.13488 0.0 0.1 0.0 -1.63
H 4.61656 -0.07281 2.83643 0.0 0.0 0.0 0.43
H 1.18363 5.80035 1.78709 0.0 0.0 0.0 0.37
H 2.38942 0.03967 4.41927 -0.1 0.0 0.0 0.45
C -2.66960 2.95128 0.10157 -0.2 -0.1 0.0 2.99
C -3.54768 -3.68762 0.06549 0.1 0.1 -0.1 -1.60
H -0.86703 2.29247 4.42132 0.0 -0.1 0.0 0.48
C 1.13881 -1.81487 -5.47731 0.0 -0.1 -0.1 -0.81
H 1.64722 3.35479 1.76840 0.0 0.0 0.0 0.43
H 1.51270 0.00587 -1.96405 0.0 0.0 -0.1 -0.92
C 3.58338 -0.08400 2.53209 0.0 0.0 0.0 -1.24
C 3.76994 -0.24720 -0.08590 0.0 -0.2 0.0 2.05
N 0.10520 2.85893 -2.47203 0.1 0.0 -0.3 0.13
B -0.07088 -0.07036 3.11388 -0.1 0.0 -0.3 -0.60
H -2.31435 4.05558 2.92886 0.0 0.0 -0.1 0.47
H 3.32702 0.49508 -0.75574 0.0 0.0 0.0 -0.38
C -1.91929 3.10209 2.62221 0.0 -0.1 0.1 -1.34
H 3.97145 -1.67618 -1.71626 0.0 0.0 0.0 0.39
H 5.74223 0.03033 -0.92424 0.0 0.0 0.0 0.47
C -0.75551 3.17265 -3.57424 -0.3 -0.1 0.1 -1.13
C -2.64116 2.09507 -4.94573 0.0 0.2 -0.1 0.54
C 2.47143 -0.02713 3.34674 0.1 0.0 -0.1 -0.57
C 1.19000 -1.23062 -4.21993 -0.1 0.2 0.0 0.13
C 0.34814 5.76997 -0.20011 0.1 0.0 0.1 -0.86
H -1.40494 -2.07075 4.62581 0.0 0.1 0.0 0.45
N -0.87038 1.15745 2.63508 -0.1 0.2 0.4 0.20
H -3.92221 4.45934 1.02750 0.0 0.0 0.0 0.41
C -1.56487 2.11387 -3.86120 0.1 0.3 0.1 1.10
C 3.05202 -0.15143 1.22985 0.0 0.1 0.1 -0.25
H -3.96775 -4.32563 0.84877 0.0 0.0 0.0 0.35
H -0.30933 -4.92563 0.25662 0.0 0.0 0.0 0.35
C -1.40854 -2.22927 3.55939 0.0 -0.1 -0.1 -0.55
C -1.98059 -3.23150 2.80332 0.0 0.0 0.0 -1.09
H 4.02133 -2.40160 -0.09503 0.0 0.0 0.0 0.39
H -2.33882 5.05887 0.48744 -0.1 0.0 0.0 0.41
H 1.13937 0.98970 -7.37531 0.0 0.0 0.0 0.43
H -3.43034 0.99438 -0.43626 -0.1 0.0 0.0 0.12
C 1.17618 0.37830 -6.48343 0.0 0.0 -0.1 -0.94
C 1.21695 3.83630 0.89697 0.0 0.1 0.0 -0.34
C -1.20952 1.06040 -2.96051 0.1 0.1 0.0 -1.07
H -1.60491 -5.46368 -0.82692 0.0 0.0 0.0 0.43
H 5.74616 -0.68616 0.69148 0.0 0.0 0.0 0.36
C 0.93250 3.06804 -0.21505 0.1 0.0 -0.1 0.60
H 1.26530 2.02398 -5.12529 0.0 0.0 0.0 0.39
H 5.41452 1.04415 0.49184 0.0 0.0 0.0 0.42
F 1.08435 -1.56379 -7.82140 0.0 0.0 -0.1 -0.38
C 1.27302 0.77758 -2.69960 -0.2 0.0 -0.1 0.40
H -2.55337 -4.07319 3.15734 0.0 0.0 0.0 0.47
H 1.08427 -2.88933 -5.59735 0.0 0.0 0.0 0.41
O -1.13591 -1.00120 -1.88669 -0.4 -0.8 -1.8 -0.77
N -0.93216 -1.78467 1.45206 -0.1 -0.2 0.0 -0.07
C -2.02490 -3.59865 0.19913 0.0 0.0 0.1 1.77
C 0.94296 5.19922 0.91824 0.0 0.1 0.0 -0.80
N -0.78866 -1.37463 2.72411 -0.1 -0.2 0.3 0.20
C -1.65158 -2.89772 1.47230 0.0 0.0 0.2 -0.09
H -3.61147 4.72185 -0.69634 0.0 0.0 0.0 0.43
H -1.91604 2.92734 -0.69069 -0.1 0.0 0.0 -1.15
N 1.72572 -0.13831 1.27077 -0.3 0.1 -0.2 0.60
H -0.00260 -0.02383 4.31589 0.0 0.0 0.1 -0.22
C 0.34316 3.64017 -1.35802 0.0 0.3 0.3 0.12
C 1.13062 -0.99607 -6.58577 0.1 0.0 0.1 0.49
O -2.78443 -0.67209 -3.34968 0.4 -0.2 0.4 -0.68
Cl -0.33964 4.49773 -4.60660 0.1 0.1 0.0 -0.19
H -0.44415 5.48149 -2.15929 0.0 0.0 -0.1 0.38
O -2.74379 3.08368 -5.68206 0.1 -0.2 0.1 -0.77
H 2.48062 -1.84259 -0.76544 0.0 -0.1 0.0 0.06
H -3.82338 -4.09943 -0.90739 0.0 0.0 0.0 0.43
C 3.54867 -1.63071 -0.70951 0.0 0.2 0.0 -1.24
H 1.13686 2.00679 -0.19482 0.0 0.0 0.0 -0.16
N 0.01342 1.45769 -2.24676 0.3 -0.4 -0.1 1.84
Na -0.68637 -0.21648 -0.18690 0.9 1.0 1.4 1.67
N 1.37459 -0.05749 2.56659 0.3 -0.1 0.4 0.30
H -1.78883 -5.63105 0.92847 0.0 0.0 0.0 0.33
C -1.69978 -0.22091 -2.71509 -0.5 -0.5 -0.2 0.01
H -1.64584 -2.98812 -0.62431 0.0 0.0 0.0 -0.45
H -3.98815 -2.69383 0.14991 0.0 0.0 0.0 0.29
C -2.01186 2.47232 1.36589 0.1 0.1 0.1 -0.10
H 2.05277 1.54255 -2.66891 0.0 0.0 0.1 0.84
C 5.25885 0.05641 0.05414 -0.1 0.0 0.0 -2.05
N -1.37809 1.30782 1.39800 0.0 0.0 0.0 0.27

=====

81
Properties=species:S:1:pos:R:3:forces:R:3:mulliken_charge:R:1 method="wB97M-V/def2-TZVPD" spin_multiplicity=5 max_force_ev_per_a=8.3 lumo_energy_ha="0.009 / 0.001" charge=0
H 1.19069 1.46099 4.72833 1.3 0.3 -0.4 0.24
C -2.29051 2.11779 0.67953 -0.3 -0.2 -0.1 -0.28
H -3.83961 -4.55371 -0.60097 0.0 0.1 0.1 0.41
C -3.58211 -3.65781 2.67293 0.0 0.1 -0.2 -0.65
H -2.56011 -2.45011 -0.87017 -0.1 -0.2 0.1 0.25
P 1.55309 0.01379 1.11893 -0.2 0.0 -1.2 1.55
H -1.62021 -2.26121 -5.44317 0.1 0.1 0.1 0.39
H 6.41119 -0.87431 0.84513 -0.1 -0.1 0.0 0.40
H -0.97251 -0.56151 8.03223 -0.5 -0.3 -0.1 -0.11
C 2.42069 2.59879 1.60993 0.0 0.0 -0.3 -0.50
H 1.93479 -0.91691 -4.09027 0.0 0.1 -0.1 0.38
C 4.29199 -0.52101 0.90813 -0.1 -0.4 0.1 -0.36
H 3.45839 5.20159 -0.31787 -0.1 -0.1 0.0 0.37
H -4.50401 -5.32431 1.66453 0.1 0.1 0.0 0.38
C 3.03189 -1.04021 1.24033 0.7 0.1 0.2 0.47
C 1.20499 -0.37331 -4.69057 0.0 0.4 0.1 -0.14
C -4.03121 0.45379 0.44433 0.2 0.3 -0.1 -0.30
H -2.57421 -1.87741 3.38753 0.0 -0.1 0.0 0.37
C -3.56191 -3.97291 0.27433 0.0 0.1 0.2 -0.64
H 4.01539 -4.08781 2.40503 0.0 0.2 0.0 0.40
C -0.00001 -0.00001 6.03563 -3.0 -0.2 -2.1 0.05
H -0.81421 -2.14231 -3.89567 0.0 0.1 -0.1 0.25
C -2.68461 0.77149 0.66903 -0.5 0.2 0.2 0.46
C 2.21369 1.64169 0.60793 -0.1 0.3 0.1 0.32
C 1.40379 0.48419 4.28363 4.6 2.4 0.5 -1.14
H 0.10959 2.76129 -4.46427 0.0 -0.1 -0.1 0.30
C 0.33519 1.99789 -5.22227 -0.1 0.0 -0.1 -0.63
H -1.09481 -1.04981 -1.33697 0.2 0.1 0.0 0.16
H -1.25221 2.37379 0.87433 0.0 0.0 0.0 0.27
C -1.04001 -1.57311 -4.80827 0.1 0.0 -0.1 -0.46
H 1.36449 -0.27651 5.07403 4.8 0.2 -0.4 0.32
Cr -0.00001 -0.00001 2.77463 -0.2 0.1 2.5 0.03
C 2.90689 3.25459 -1.06067 0.0 0.0 0.2 -0.42
H -3.87731 -3.98991 3.66423 0.1 0.0 -0.1 0.40
H 0.97299 -0.56131 8.03123 0.5 -0.3 0.0 -0.11
C 3.10749 4.20669 -0.05797 -0.1 -0.2 0.1 -0.58
H 2.23549 2.31909 2.64493 0.0 0.2 -0.2 0.12
H 1.97409 -2.72771 2.07203 0.1 0.0 0.0 0.35
B -0.00001 -0.00001 7.63563 0.1 -0.1 -0.8 0.12
C -4.56231 2.80309 0.21923 0.2 -0.3 0.0 -0.53
H 0.91549 2.52199 -5.99797 -0.1 -0.1 0.1 0.36
H -1.50791 2.39659 -6.24597 0.1 -0.1 0.1 0.41
C -0.99681 1.51619 -5.83857 0.2 0.0 0.0 -0.90
H 2.31539 1.23349 -1.51067 0.0 0.2 0.1 0.10
C 2.86509 3.87789 1.27633 0.0 -0.1 -0.1 -0.66
C 1.21209 0.95979 -4.57237 0.0 -0.4 0.0 -0.30
C 4.09489 -3.08941 1.98393 0.0 0.2 -0.1 -0.64
C -3.22391 3.12629 0.45003 0.0 -0.2 -0.1 -0.72
H -2.90611 4.16539 0.45413 -0.1 -0.1 0.0 0.43
C 5.34439 -2.57111 1.64153 -0.2 0.2 -0.1 -0.50
N -0.00001 -0.00001 4.77463 -7.3 -2.0 3.5 -0.75
C -4.96301 1.46619 0.22033 0.2 0.2 0.0 -0.72
H -2.66911 -0.67221 -3.66647 0.0 0.1 -0.1 0.40
P -1.47691 -0.51581 1.13273 -0.3 -0.1 -0.8 1.53
H 0.00069 1.12329 8.03143 0.0 0.6 -0.2 -0.10
H -2.64001 1.52319 -4.37327 0.1 -0.1 0.0 0.35
H 0.80279 -2.19511 -5.71427 -0.1 0.1 0.0 0.40
H 6.24089 -3.16521 1.79403 -0.1 0.1 0.0 0.37
C -0.55881 -0.75791 -0.43417 0.4 -0.1 -0.1 -0.93
C -1.91011 0.85679 -4.83327 0.0 -0.3 0.2 -0.35
C -2.83611 -2.79371 0.12343 -0.1 0.0 0.3 0.08
C 0.76349 -0.55071 -0.43427 -0.3 -0.1 -0.2 -0.73
C -2.47561 -2.03961 1.25003 -0.1 -0.3 -0.1 0.18
H 0.09499 -0.80241 -6.49687 0.1 -0.1 0.1 0.34
H 2.42519 0.50079 3.88113 0.0 -0.5 -0.8 0.48
C -3.93481 -4.40601 1.54973 0.1 0.2 -0.1 -0.51
H -4.34871 -0.58461 0.44443 0.0 0.2 0.0 0.32
H 3.02899 4.61379 2.05853 0.0 -0.1 -0.1 0.42
C 2.94429 -2.32661 1.78983 0.2 0.2 -0.1 -0.55
H 3.09999 3.50899 -2.09917 0.0 0.0 0.1 0.44
C 0.29179 -1.24491 -5.51867 -0.2 0.0 0.0 -1.06
C -2.85351 -2.47741 2.52513 -0.1 -0.1 -0.3 -0.63
C -1.91731 -0.41401 -4.41347 0.0 0.4 -0.1 -0.38
H 1.36399 -0.66651 -1.33647 -0.2 -0.1 0.0 0.73
H -0.80031 0.86209 -6.68997 -0.1 0.1 0.1 0.34
H 1.96339 1.38189 -3.90377 -0.1 -0.1 -0.1 0.32
H -5.29031 3.58979 0.04213 0.1 -0.1 0.0 0.39
C 2.46069 1.97649 -0.73107 0.1 0.1 0.3 0.05
H -6.00451 1.20959 0.04753 0.1 0.0 0.0 0.41
H 4.37089 0.48029 0.49503 0.1 -0.2 0.1 0.33
C 5.43989 -1.28491 1.10623 -0.1 -0.2 0.1 -0.64